C6H27B2ClN5O3V as an isolated structure at a distorted geometry, computed with the ωB97M-V functional and the def2-TZVPD basis.

Multiplicity: 5
⟨S²⟩: 6.006
DFT total energy (a.u.): -2198.03486
Total charge: -2
HOMO level (alpha / beta) (eV): 2.92 / -2.82

Geometry as XYZ:
```
45
Properties=species:S:1:pos:R:3:forces:R:3:lowdin_charge:R:1
V 0.82339 0.66449 -0.84232 -0.106 0.379 0.719 0.426
B 1.79703 -1.44297 -0.14106 -0.155 -0.670 0.303 -0.465
H 1.48376 -2.17754 -0.86667 -1.053 -2.754 -2.911 -0.046
H 0.92554 -1.16241 0.42994 -2.751 0.670 2.644 -0.096
H 2.61948 -1.79602 0.46158 3.004 -1.442 2.586 -0.048
H 2.20197 -0.55192 -0.59524 1.764 3.017 -1.958 -0.107
B -0.39699 2.59920 -1.27962 -0.728 0.590 0.076 -0.483
H -0.64627 1.74043 -1.88347 -1.135 -3.077 -2.541 -0.086
H -0.95198 2.55812 -0.35520 -2.027 -0.169 3.586 -0.058
H 0.66586 2.64294 -1.09884 4.041 0.311 0.818 -0.072
H -0.64944 3.53443 -1.75485 -0.938 3.438 -2.256 -0.057
Cl 1.36604 0.15043 -3.19695 0.396 0.207 -0.271 -0.111
C -1.63287 -1.53865 -2.38753 -1.754 -0.553 0.978 -0.062
C -2.23388 -1.06948 -1.04374 -0.002 1.171 -1.336 -0.378
C -2.98079 -2.09520 -0.20862 1.175 -1.298 -1.114 -0.279
O -3.22420 -1.63944 1.06614 -1.441 0.704 0.505 -0.241
C -4.30104 -2.37648 1.62379 1.287 -0.421 1.514 -0.406
N -1.16366 -0.39461 -0.28048 -1.238 -1.384 0.541 0.026
H -1.48638 -0.68815 -3.05332 0.772 -0.137 0.340 0.055
H -2.42266 -2.12466 -2.85755 -0.066 -0.413 -0.286 0.059
H -0.79581 -2.20167 -2.16875 0.354 0.416 -0.462 0.075
H -2.97776 -0.30263 -1.25980 -0.068 0.249 -0.186 0.138
H -2.41891 -3.02240 -0.09603 0.683 -0.381 -0.217 0.122
H -3.87582 -2.45756 -0.71430 -0.454 0.474 -0.224 0.107
H -4.44926 -2.04324 2.65096 -0.743 0.908 -0.234 0.009
H -3.94557 -3.36268 1.92237 0.107 -0.791 -0.714 0.022
H -5.16880 -2.48817 0.97369 -0.153 0.389 0.146 0.040
H -1.70726 -0.03296 0.49011 0.097 1.407 0.253 0.084
H -0.83822 -1.19923 0.23601 1.214 -0.379 -0.114 0.046
C 0.08313 1.01933 2.53472 2.105 -0.273 -3.179 -0.796
O 0.35704 1.24539 1.37091 0.512 2.238 -1.446 -0.014
N 0.23160 1.81005 3.56633 -0.255 2.831 2.613 0.146
N -0.12817 -0.20962 2.79992 -1.721 -5.423 1.371 0.191
H -0.51511 1.63934 4.22464 0.150 0.424 0.560 0.043
H 0.43238 2.77926 3.36529 -0.313 -0.083 -0.115 0.104
H -0.02825 -0.81067 1.99440 0.050 -0.203 0.289 0.082
H -0.24760 -0.65351 3.69925 -0.025 0.370 -0.061 0.057
C 4.03860 1.91900 -0.73489 -5.676 -1.278 3.704 -0.654
O 2.85374 1.83024 -0.20346 3.643 0.352 -1.857 -0.053
N 5.11682 2.23165 -0.04511 2.587 1.375 1.748 0.141
N 4.34537 1.58193 -1.94257 -0.508 -0.187 -2.787 0.183
H 5.18880 2.23256 0.96234 -0.361 0.281 -0.457 0.113
H 5.82364 2.64515 -0.63630 0.353 -0.055 0.936 0.092
H 3.52258 1.37372 -2.49008 0.063 -0.429 -1.058 0.041
H 5.30992 1.64422 -2.23564 -0.686 -0.402 -0.444 0.111
```
Forces are in eV/Å.

A 6-piece molecular cluster, C6H27N2O5 overall at a distorted geometry, computed with the ωB97M-V functional and the def2-TZVPD basis.

Multiplicity: 1
DFT total energy (a.u.): -730.22289
Relative energy (zero: lowest compared OMol25 entry of this formula, charge and spin) (kJ/mol): 306.19
Total charge: +1
HOMO level (eV): -12.78

Geometry as XYZ:
```
40
Properties=species:S:1:pos:R:3:forces:R:3:lowdin_charge:R:1
C 0.96290 -0.13270 2.49439 -2.626 0.842 -3.472 -0.107
N 0.57432 -0.60330 1.10123 0.239 -1.237 0.286 -0.094
C 1.73198 -0.75970 0.21327 -0.532 0.457 -0.193 -0.304
C 2.57598 -1.95514 0.57033 2.179 -0.739 1.393 -0.099
C 0.11373 1.19557 2.68241 2.039 0.220 2.838 -0.133
N -0.71034 1.66879 1.58904 0.829 -0.339 -2.736 0.002
C -2.19170 1.60741 1.77464 -0.434 0.917 2.882 -0.170
C -3.04368 1.77213 0.57028 0.179 -1.008 -2.212 -0.086
H 2.00775 0.15267 2.44505 0.140 -0.586 0.860 0.112
H 0.55050 -0.91838 3.09113 0.785 -0.085 1.291 0.115
H 0.18971 -1.58239 1.16983 0.217 1.474 -0.030 0.121
H 2.28911 0.20950 0.13088 0.028 -0.761 0.740 0.125
H 1.37595 -0.80258 -0.81842 -0.406 -0.518 0.067 0.078
H 3.39686 -2.01193 -0.15892 -0.086 -0.403 0.298 0.079
H 2.19798 -2.97084 0.80993 -1.047 0.545 -1.433 0.082
H 3.05525 -1.93985 1.59092 0.034 1.213 -0.831 0.089
H 0.84620 1.98130 3.00400 -0.567 -0.291 -0.879 0.139
H -0.47905 1.18519 3.59715 -0.424 -0.489 -0.225 0.123
H -0.45106 1.20837 0.68237 -0.238 -1.069 0.782 0.157
H -0.32539 2.56213 1.31996 -0.793 1.200 0.200 0.149
H -2.40005 0.66780 2.35376 0.312 0.783 -0.699 0.148
H -2.34146 2.45404 2.50763 -0.237 -0.911 -0.633 0.149
H -3.35815 0.82638 0.11256 0.444 -0.205 0.382 0.086
H -2.55989 2.23229 -0.29863 0.133 0.260 0.599 0.068
H -3.98721 2.24276 0.67817 -0.643 0.903 0.940 0.076
H 2.09938 -0.37696 -3.92743 0.084 0.068 -0.012 0.060
H 2.37607 -0.98109 -2.52629 0.204 0.118 -0.207 0.022
O 1.83333 -1.06645 -3.31483 -0.295 -0.312 0.206 -0.036
H -0.94499 -4.50495 -0.49503 -0.157 -0.063 0.332 0.044
H 0.38701 -3.90152 -0.76206 0.202 0.041 0.199 0.029
O -0.20600 -4.09811 -0.02653 -0.006 0.124 -0.485 -0.060
H -1.51416 1.43393 -2.69417 0.031 -0.557 -0.142 0.052
H -1.80370 0.07310 -1.91266 0.284 0.645 -0.705 0.028
O -1.78596 1.05056 -1.85595 0.079 -0.295 0.446 -0.080
H 1.80317 3.08359 -0.10375 0.169 0.070 -0.041 0.029
H 1.49269 3.86435 -1.36589 -0.237 -0.008 0.112 0.056
O 1.06507 3.41456 -0.62417 0.101 -0.150 0.114 -0.053
H -0.14699 -1.75790 -2.95657 -0.951 0.071 -0.394 0.023
H -1.59602 -2.35190 -3.30284 0.373 -0.021 -0.014 0.051
O -1.11416 -1.57332 -3.00482 0.595 0.096 0.377 -0.067
```
Forces are in eV/Å.

A 7-piece molecular cluster, C6H27NO6 overall at a distorted geometry, computed with the ωB97M-V functional and the def2-TZVPD basis.

Multiplicity: 2
⟨S²⟩: 0.755
DFT total energy (a.u.): -750.48701
Relative energy (zero: lowest compared OMol25 entry of this formula, charge and spin) (kJ/mol): 428.33
Total charge: +1
HOMO level (alpha / beta) (eV): -12.80 / -12.80

Geometry as XYZ:
```
40
Properties=species:S:1:pos:R:3:forces:R:3:lowdin_charge:R:1
C 2.20093 1.34663 -0.28095 -3.293 -1.700 1.003 -0.056
N 1.22972 1.66003 -1.51474 4.299 -3.471 -0.696 0.191
C 0.44465 0.39356 -1.75356 -4.289 1.390 2.559 -0.211
C -0.85886 0.63846 -2.51372 4.278 -4.702 -5.121 -0.075
C 3.05399 0.01471 -0.52092 2.523 2.065 0.890 -0.176
C 2.11576 -1.64102 1.15228 3.407 -1.452 0.563 -0.083
C 3.21563 -0.55632 0.87878 -1.839 0.656 2.103 -0.249
H 2.78791 2.18576 0.06976 -0.023 0.213 -0.407 0.121
H 1.50041 0.90892 0.64686 1.201 1.920 -2.774 0.162
H 1.77901 1.97862 -2.45048 -1.800 -0.179 2.637 0.235
H 0.96773 -0.49558 -2.10066 0.475 0.593 -0.211 0.135
H -0.13747 0.15458 -0.79650 2.213 -0.146 -0.251 0.152
H -1.65727 0.98032 -2.10473 -4.262 3.591 3.287 -0.042
H -1.37074 -0.42157 -2.67918 1.766 1.616 -0.513 0.149
H -0.61406 1.15372 -3.45366 -0.786 -0.397 -0.073 0.103
H 4.08317 0.22417 -0.89708 -0.865 0.411 -0.073 0.132
H 2.65471 -0.70247 -1.16264 -0.993 -0.864 -0.992 0.063
H 1.16011 -1.39214 1.48213 -1.976 1.067 -0.253 0.015
H 2.09221 -2.32241 0.25492 -0.158 0.287 1.315 0.104
H 2.49569 -2.12811 2.11897 -0.384 -0.133 -1.620 0.121
H 3.05222 0.27784 1.68919 0.966 -1.385 -1.519 0.124
H 4.18936 -1.01001 1.08596 -0.093 0.242 -0.411 0.122
H -3.48186 1.74687 1.12241 2.214 2.951 -1.925 -0.057
H -4.56411 0.70988 0.74728 0.274 0.320 -0.516 0.013
O -4.01631 1.09456 1.42636 -2.337 -3.003 3.021 -0.018
H -2.03303 -3.88935 -0.34204 0.947 1.553 -2.014 0.090
H -2.35640 -3.45124 -1.85351 1.644 0.213 1.837 0.077
O -1.67860 -3.29387 -1.10367 -2.632 -1.628 0.122 -0.148
H -3.61150 -1.11190 -0.59011 -0.287 -1.321 0.744 0.017
H -2.98866 -0.01497 -1.32085 -3.424 -0.191 1.547 0.080
O -3.90124 -0.24442 -0.83416 3.524 0.963 -2.736 -0.063
H -2.31031 -0.81068 2.44179 -0.696 0.335 -0.110 0.010
H -1.06132 -1.24841 3.22305 -0.548 0.841 -1.926 0.083
O -1.36698 -0.88987 2.32564 1.293 -0.987 1.885 -0.094
H -1.60353 3.59317 -0.72645 -0.239 -0.875 0.258 0.081
H -1.45333 2.05411 -0.72250 1.509 -1.902 -1.329 -0.065
O -1.89414 2.74670 -0.32837 -1.327 3.035 1.344 0.001
H 1.50900 0.03727 2.57743 -0.415 -0.967 -3.330 -0.089
H 1.01886 1.25124 3.45157 -2.825 4.991 -0.353 -0.014
O 1.40865 0.47323 3.35611 2.962 -3.947 4.038 0.058
```
Forces are in eV/Å.

A 8-piece molecular cluster, C6H27NO8 overall at a distorted geometry, computed with the ωB97M-V functional and the def2-TZVPD basis.

Multiplicity: 1
DFT total energy (a.u.): -901.51852
Relative energy (zero: lowest compared OMol25 entry of this formula, charge and spin) (kJ/mol): 22.95
Total charge: 0
SMILES string: CNC(=O)CC(C)C.O.O.O.O.O.O.O
HOMO level (eV): -9.39

Geometry as XYZ:
```
42
Properties=species:S:1:pos:R:3:forces:R:3:lowdin_charge:R:1
C 2.38354 0.02327 1.35981 -1.357 -0.219 0.472 -0.062
N 2.19572 -0.31056 -0.04667 -0.094 0.019 0.304 0.049
C 0.94598 -0.46398 -0.56559 1.111 0.820 0.084 -0.485
O 0.71859 -0.12324 -1.72887 -0.330 -0.212 -0.172 0.017
C -0.15949 -0.97699 0.30248 -0.293 -0.609 0.615 -0.100
C -0.02077 -2.36479 0.96691 -0.458 -0.873 -1.398 -0.390
C -1.40100 -2.78058 1.46692 -0.390 -0.754 -0.381 -0.078
C 0.42921 -3.34497 -0.12624 0.981 -0.028 0.240 -0.073
H 3.41696 0.09602 1.66772 0.190 -0.113 -0.303 0.082
H 1.83904 0.93388 1.64255 0.393 0.291 -0.268 0.085
H 1.86249 -0.71250 1.97180 0.420 -0.309 0.087 0.068
H 2.91083 0.07151 -0.66325 -0.301 0.060 0.039 0.086
H -0.42871 -0.29060 1.09701 0.144 0.540 -0.041 0.100
H -1.01411 -1.04877 -0.37492 0.043 0.071 0.126 0.111
H 0.70482 -2.48883 1.75946 0.170 0.644 0.366 0.122
H -2.15382 -2.67182 0.67191 0.179 0.279 0.031 0.080
H -1.42512 -3.86120 1.63887 0.182 0.087 0.390 0.080
H -1.77787 -2.25548 2.33696 0.188 0.097 0.126 0.062
H 0.53433 -4.37713 0.19836 -0.686 -0.202 0.212 0.077
H -0.17547 -3.25908 -1.01662 -0.349 -0.183 -0.252 0.085
H 1.45927 -3.14588 -0.41726 0.111 0.494 -0.218 0.076
O -3.72126 -0.26461 -0.18471 -0.028 -0.233 -0.353 -0.065
H -3.88039 0.61618 -0.58294 0.293 -0.234 -0.028 0.034
H -3.28312 -0.79583 -0.87031 -0.306 0.394 0.256 0.062
O -2.80458 -0.11358 2.36064 -0.494 0.015 0.239 -0.068
H -3.56877 0.27996 2.80306 0.145 -0.123 0.019 0.076
H -3.15747 -0.37145 1.48344 0.035 0.128 -0.187 0.016
O -0.75944 2.61018 -0.62222 0.354 0.013 -0.051 -0.056
H 0.04278 2.11415 -0.79828 0.213 -0.125 -0.003 0.040
H -1.07785 2.30533 0.24682 0.477 0.262 0.430 0.013
O 4.54379 1.12647 -0.73154 0.633 1.102 0.005 -0.079
H 4.50619 1.41574 -1.66282 -0.359 -0.372 0.312 0.030
H 4.73627 1.95938 -0.25929 -0.119 -0.669 -0.157 0.064
O 2.88876 1.22356 -2.90368 -0.689 0.227 0.007 -0.077
H 1.94488 1.07034 -2.63968 0.926 -0.309 -0.148 0.033
H 2.96088 0.89447 -3.80222 -0.107 -0.045 -0.076 0.046
O -1.07948 1.86118 2.01276 0.246 0.009 -0.353 -0.071
H -1.73861 1.13450 2.07046 -0.052 0.044 0.374 -0.009
H -1.30592 2.50461 2.68480 -0.080 0.093 0.087 0.056
O -3.05082 2.09013 -1.44053 -0.510 -0.265 -0.297 -0.093
H -2.92756 2.97260 -1.81094 -0.189 -0.181 0.102 0.053
H -2.12885 1.84708 -1.21472 -0.246 0.366 -0.237 0.001
```
Forces are in eV/Å.

Question: Among the records above, which one has the lowest total charge?
Answer: C6H27B2ClN5O3V